ORCA calculation (the ωB97M-V functional and the def2-TZVPD basis) on C38H35N9O4ScTe as an isolated structure.

Values from the calculation:
Net charge = +1
ΔE to the lowest compared entry with this formula, charge and spin = 0.593 eV

CARTESIAN COORDINATES (ANGSTROEM)
Te1 -0.688 3.207 -2.588
Sc1 -0.621 -0.921 -1.782
O1 -1.012 -0.066 -3.490
O2 0.813 -0.124 -0.797
O3 2.403 -2.331 -0.502
O4 -0.217 1.116 -5.246
N1 -1.656 0.736 -0.425
N2 1.263 -1.284 -3.190
N3 -2.657 -3.743 1.517
N4 -3.118 -4.616 -0.634
N5 -1.820 -2.626 -0.438
N6 -1.368 -2.832 -3.136
N7 -3.943 -5.614 1.250
N8 -1.384 -1.909 1.740
N9 0.996 -0.602 -4.399
C1 0.987 -0.025 0.507
C2 5.129 -0.658 1.069
C3 -1.977 -3.662 -5.297
C4 1.450 0.351 3.257
C5 -3.842 2.873 2.792
C6 -1.213 -2.866 -4.464
C7 1.330 3.562 -0.340
C8 -2.046 4.439 2.468
C9 2.082 -0.647 1.124
C10 -0.176 5.426 -0.566
C11 -2.517 2.821 -1.537
C12 -1.962 -2.779 0.915
C13 7.081 -2.054 1.134
C14 4.366 -1.748 0.660
C15 0.262 4.173 -0.994
C16 6.489 -0.809 1.295
C17 -3.223 -4.628 0.714
C18 -2.803 1.387 -1.085
C19 0.075 0.724 1.275
C20 4.969 -2.991 0.480
C21 0.339 0.907 2.638
C22 -2.425 -3.622 -1.126
C23 0.430 6.049 0.516
C24 -3.127 -4.442 -3.366
C25 -1.358 3.503 1.713
C26 2.911 -1.627 0.356
C27 -1.927 2.256 1.470
C28 1.707 0.569 4.723
C29 2.299 -0.437 2.481
C30 1.944 4.192 0.736
C31 1.490 5.430 1.169
C32 -1.195 1.221 0.675
C33 -2.965 -4.455 -4.739
C34 -3.288 4.127 3.006
C35 -3.164 1.940 2.021
C36 -2.303 -3.624 -2.609
C37 6.322 -3.145 0.727
C38 -0.129 0.246 -4.422
H1 1.998 -0.832 -2.655
H2 -0.713 -1.229 1.434
H3 -3.058 0.776 -1.952
H4 6.789 -4.112 0.599
H5 4.365 -3.825 0.148
H6 -3.675 1.400 -0.430
H7 -1.607 5.413 2.641
H8 -3.865 -5.050 -2.868
H9 -0.992 5.916 -1.081
H10 2.629 0.082 5.037
H11 -1.456 -2.104 2.724
H12 1.674 2.589 -0.669
H13 4.666 0.314 1.187
H14 8.139 -2.175 1.325
H15 -0.359 1.483 3.233
H16 1.798 1.632 4.951
H17 -4.352 -6.309 0.651
H18 -0.446 -2.227 -4.878
H19 0.897 0.173 5.337
H20 -3.820 4.859 3.599
H21 3.138 -0.929 2.959
H22 -3.596 -5.076 -5.360
H23 7.086 0.041 1.596
H24 -3.326 3.144 -2.190
H25 1.791 -0.233 -4.901
H26 -2.489 3.497 -0.683
H27 1.966 5.919 2.009
H28 0.085 7.022 0.839
H29 -1.799 -3.639 -6.362
H30 2.773 3.712 1.241
H31 1.549 -2.236 -3.388
H32 -3.590 0.957 1.860
H33 -4.800 2.621 3.227
H34 -4.027 -5.686 2.248
H35 -0.381 3.741 1.313

***

ORCA calculation (the ωB97M-V functional and the def2-TZVPD basis) on C38H36As2Br4N4NaO10 as an isolated structure in a non-equilibrium geometry.

Values from the calculation:
Net charge = -1

CARTESIAN COORDINATES (ANGSTROEM)
Br1 2.706 3.176 -1.901
Br2 5.395 2.588 -3.814
Br3 4.412 -3.027 -3.138
Br4 6.187 -0.560 -4.526
As1 -1.627 3.835 1.000
As2 -1.541 0.246 -0.256
Na1 1.004 -0.970 -0.266
O1 -2.802 0.081 3.570
O2 1.226 0.682 -1.278
O3 -2.002 4.676 -2.728
O4 -3.322 -1.120 1.750
O5 2.174 -1.963 -1.458
O6 -3.171 3.254 3.947
O7 -4.727 2.416 2.640
O8 -0.135 2.604 -3.295
O9 -0.489 5.329 -1.295
O10 -1.014 0.554 -3.150
N1 0.616 0.185 1.798
N2 0.446 -2.603 1.236
N3 2.926 -1.328 1.473
N4 -0.497 -2.514 -1.579
C1 4.151 -3.184 0.645
C2 0.198 -3.891 -3.413
C3 1.368 1.970 3.191
C4 -3.560 2.614 2.833
C5 -1.205 4.443 -1.672
C6 -0.642 0.385 -4.523
C7 -3.060 3.803 -3.118
C8 3.179 1.408 -2.405
C9 0.965 -0.204 4.114
C10 1.336 1.120 4.289
C11 5.291 -2.416 0.559
C12 -0.271 -4.870 -1.290
C13 3.927 -1.203 -2.868
C14 -0.682 1.761 -2.643
C15 4.038 -0.584 1.393
C16 4.338 1.152 -3.166
C17 0.997 1.452 1.959
C18 0.627 -0.639 2.842
C19 -1.375 3.194 -0.829
C20 2.782 -0.995 -2.060
C21 -1.164 1.941 -1.225
C22 2.971 -2.593 1.084
C23 4.692 -0.160 -3.429
C24 -0.727 -3.313 0.680
C25 -2.329 1.018 1.410
C26 -0.108 -2.664 -2.845
C27 5.241 -1.079 0.937
C28 -2.845 -0.022 2.371
C29 2.331 0.403 -1.911
C30 -2.528 2.283 1.776
C31 -3.368 0.156 -1.052
C32 -3.895 -2.145 2.574
C33 -0.519 -3.596 -0.797
C34 -3.252 4.901 0.683
C35 -1.772 3.234 4.289
C36 0.087 -5.020 -2.621
C37 0.215 -2.094 2.600
C38 1.680 -3.399 1.111
H1 -3.622 5.286 1.632
H2 1.651 -3.936 0.163
H3 -0.334 -5.731 -0.632
H4 -2.992 5.742 0.040
H5 -4.008 4.264 -2.846
H6 -0.976 -0.610 -4.801
H7 6.109 -0.438 0.867
H8 -3.951 -0.599 -0.529
H9 -0.933 -4.251 1.219
H10 1.616 1.481 5.273
H11 -1.323 2.280 4.022
H12 -0.016 -1.748 -3.422
H13 1.757 -4.147 1.918
H14 -3.657 -3.094 2.102
H15 0.953 -0.894 4.951
H16 -3.000 2.823 -2.654
H17 -4.026 4.294 0.219
H18 0.540 -3.949 -4.439
H19 0.305 -6.002 -3.024
H20 -1.585 -2.649 0.766
H21 -3.494 -2.104 3.580
H22 0.436 0.478 -4.643
H23 -1.126 1.134 -5.145
H24 4.155 -4.217 0.316
H25 0.730 -2.719 3.339
H26 1.037 2.052 1.051
H27 6.203 -2.842 0.164
H28 -3.867 1.120 -0.963
H29 3.938 0.455 1.694
H30 -1.236 4.042 3.798
H31 -0.857 -2.165 2.824
H32 1.668 3.006 3.280
H33 -3.005 3.695 -4.199
H34 -4.973 -2.008 2.608
H35 -1.721 3.371 5.365
H36 -3.272 -0.125 -2.099

***

Number 1: E -3291.66787 a.u., frontier orbital gap 0.2487 Eh. Number 2: E -17371.04920 a.u., frontier orbital gap 0.1862 Eh.